(1)
64
Properties=species:S:1:pos:R:3:forces:R:3 method="wB97M-V/def2-TZVPD" charge=-1 homo_ha="-0.119 / -0.119" orbital_gap_ev="5.14 / 5.13"
Fe 0.5480 -0.6697 -0.5945 0.576 0.253 0.620
C 5.1028 4.2299 -1.4846 0.008 0.026 -0.032
C 3.9845 3.3817 -0.9398 -0.017 -0.064 0.069
C 2.6790 3.8432 -0.8934 -0.021 0.044 0.020
C 1.6394 3.1020 -0.3334 0.059 0.097 0.109
C 0.2911 3.6125 -0.4174 -0.200 -0.144 -0.026
N -0.5963 3.5798 0.5146 0.157 0.187 -0.102
C -0.3457 3.2690 1.9180 -0.020 -0.072 0.015
C -1.4883 2.4833 2.5328 -0.026 -0.067 -0.136
C -1.4806 1.0437 2.0452 0.016 0.020 -0.102
N -2.6749 0.3856 2.5677 -0.073 0.034 -0.062
C -3.1767 -0.7946 2.3360 -0.068 0.043 -0.037
C -2.7757 -1.9314 1.6000 0.125 -0.012 0.075
C -3.8040 -2.9077 1.5017 -0.022 0.018 0.018
C -3.7647 -3.9688 0.6450 0.040 0.009 -0.027
C -4.8766 -4.9743 0.5338 -0.025 -0.014 0.013
C -2.6386 -4.0407 -0.1942 -0.018 -0.008 0.022
C -1.6007 -3.1440 -0.1511 -0.042 0.128 0.019
C -0.5214 -3.3426 -1.0977 0.088 -0.033 0.020
N 0.3935 -2.5069 -1.3812 -0.178 0.237 -0.226
C 1.3846 -2.9437 -2.3596 -0.010 -0.117 -0.015
C 2.8155 -2.6329 -1.9083 0.126 -0.065 -0.021
C 2.9696 -2.4254 -0.3991 -0.040 0.005 0.055
N 2.4991 -1.0818 -0.0801 -0.062 -0.056 -0.405
C 3.4051 -0.1788 -0.0349 -0.059 -0.041 0.112
C 3.1705 1.2476 -0.0887 -0.037 0.034 0.034
C 4.1975 2.0672 -0.5281 -0.022 0.030 -0.101
C 1.8466 1.7547 0.0959 0.215 -0.033 -0.123
O 0.9168 1.0265 0.5623 -0.176 -0.034 -0.118
C -1.5583 -2.0783 0.8332 0.023 -0.064 -0.043
O -0.5289 -1.3775 1.0172 -0.121 -0.013 -0.079
H 5.1218 5.2189 -1.0225 -0.002 -0.005 0.006
H 5.0079 4.3757 -2.5635 -0.009 -0.005 0.003
H 6.0707 3.7618 -1.3011 -0.002 -0.005 0.003
H 2.4521 4.8295 -1.2890 0.004 -0.003 -0.002
H -0.0660 4.0634 -1.3433 -0.026 -0.076 -0.030
H -1.5368 3.8884 0.2086 -0.081 0.014 -0.024
H -0.2084 4.2193 2.4408 -0.073 0.024 -0.030
H 0.5760 2.6993 1.9737 0.024 0.036 0.069
H -2.4435 2.9372 2.2444 -0.008 0.069 0.043
H -1.4030 2.5357 3.6222 0.013 -0.045 0.001
H -0.5954 0.4963 2.3500 -0.011 0.030 0.025
H -1.4999 1.0238 0.9534 -0.033 -0.031 0.009
H -3.3941 1.0519 2.8291 0.033 -0.022 0.121
H -4.1756 -0.8827 2.7516 -0.002 0.003 -0.030
H -4.6832 -2.7706 2.1240 -0.006 0.014 -0.023
H -5.7017 -4.7157 1.1976 0.006 -0.002 0.004
H -4.5413 -5.9812 0.7949 0.010 0.006 0.005
H -5.2725 -5.0160 -0.4832 0.001 0.007 0.001
H -2.5910 -4.8396 -0.9305 0.022 -0.001 0.004
H -0.5322 -4.3123 -1.6063 0.054 0.013 0.001
H 1.1728 -2.4351 -3.3005 0.006 0.085 0.036
H 1.2774 -4.0245 -2.5122 -0.025 0.023 -0.033
H 3.1668 -1.7248 -2.4009 -0.005 0.014 0.003
H 3.4707 -3.4482 -2.2285 -0.033 -0.009 0.012
H 4.0205 -2.5497 -0.1141 0.007 0.035 -0.004
H 2.3800 -3.1547 0.1609 -0.006 0.013 -0.005
H 4.4570 -0.4819 -0.1007 -0.015 -0.041 0.090
H 5.1938 1.6425 -0.6295 -0.006 -0.018 0.010
Se -2.9160 4.4374 -1.8292 -0.177 -0.538 0.170
Sb -3.7928 2.1000 -1.7822 0.045 0.820 0.618
Se -1.1929 0.6670 -1.7589 0.068 -0.709 -0.194
Se 0.9709 0.5481 -2.7676 -0.398 -0.017 0.235
Se -4.8047 1.8131 0.4953 0.430 -0.004 -0.641

(2)
59
Properties=species:S:1:pos:R:3:forces:R:3 method="wB97M-V/def2-TZVPD" multiplicity=5 s2=6.02 homo_ha="-0.259 / -0.262" orbital_gap_ev="7.42 / 7.42"
Fe 0.3472 1.1261 -0.9605 0.248 0.095 0.431
C 3.4818 0.5483 3.0359 0.016 0.085 0.007
C 2.8556 1.3425 1.9196 0.067 0.003 0.013
C 1.6431 1.9963 2.0968 -0.043 -0.003 -0.004
C 1.0984 2.7759 1.0812 0.041 0.056 0.055
C 1.7747 2.9236 -0.1301 0.132 0.159 0.209
C 2.9745 2.2356 -0.3283 0.016 -0.045 0.017
C 3.5008 1.4538 0.6864 -0.022 -0.015 0.013
H 4.3418 1.0848 3.4422 0.009 -0.015 0.002
H 3.8361 -0.4211 2.6822 0.001 0.004 0.001
H 2.7746 0.3850 3.8496 0.087 0.077 -0.066
H 1.1108 1.8968 3.0366 0.019 0.006 -0.009
H 0.1636 3.2971 1.2445 -0.006 -0.002 -0.022
H 1.4186 3.6254 -0.8702 -0.027 -0.121 -0.023
H 3.4946 2.3225 -1.2731 -0.024 -0.010 -0.002
H 4.4326 0.9235 0.5237 -0.019 0.014 0.004
O 0.0015 3.1248 -2.7426 -0.010 -0.156 -0.084
C -1.1935 2.9111 -3.4933 -0.043 0.036 -0.080
C -1.5204 1.4328 -3.6940 0.088 -0.146 0.062
C -2.5606 1.4637 -4.8389 0.011 -0.162 -0.047
O -3.2319 0.2330 -5.0628 0.005 0.109 0.042
C -0.2998 0.6505 -4.2171 0.065 0.127 0.244
Se 1.1056 0.1012 -2.9340 0.150 -0.406 -0.653
C -2.1743 0.7301 -2.4738 0.000 0.190 -0.002
Se -1.9654 1.5463 -0.6708 -0.475 0.028 0.002
H 0.0971 4.0734 -2.6143 -0.064 0.014 0.022
H -1.0603 3.3625 -4.4854 -0.041 0.018 0.020
H -2.0471 3.3887 -3.0031 0.036 0.021 0.069
H -2.0664 1.7984 -5.7588 -0.010 0.028 -0.009
H -3.3429 2.1862 -4.5957 -0.033 -0.032 0.008
H -2.5875 -0.4254 -5.3383 0.041 0.005 -0.012
H 0.1869 1.2170 -5.0114 -0.022 0.039 -0.023
H -0.6384 -0.2965 -4.6402 -0.017 -0.004 -0.052
H -1.7828 -0.2801 -2.3955 -0.045 -0.084 -0.056
H -3.2470 0.6500 -2.6246 -0.054 0.031 -0.026
O 0.9042 -0.5955 0.2361 0.090 0.281 0.038
S 1.1860 -1.5138 1.3794 -0.077 -0.155 0.064
C 0.1426 -1.0116 2.7503 -0.005 0.005 -0.136
C -1.1168 -0.4976 2.4787 -0.010 0.039 0.029
C -1.8949 -0.0452 3.5324 0.028 0.006 -0.018
C -1.4165 -0.1239 4.8368 0.018 0.008 0.004
C -0.1574 -0.6498 5.0950 -0.027 0.029 0.003
C 0.6375 -1.0882 4.0433 -0.014 -0.174 -0.032
C 0.3201 -3.0156 0.9211 0.021 -0.021 0.128
C -0.3133 -3.0590 -0.3067 0.002 0.083 -0.101
C -0.9772 -4.2247 -0.6699 0.022 -0.060 0.039
C -0.9852 -5.3189 0.1833 -0.009 0.006 -0.023
C -0.3274 -5.2611 1.4083 0.017 -0.004 -0.003
C 0.3357 -4.1043 1.7824 -0.035 0.015 0.018
H -1.4694 -0.4226 1.4566 -0.011 0.035 -0.046
H -2.8712 0.3759 3.3267 0.021 -0.027 0.033
H -2.0270 0.2313 5.6580 0.010 -0.009 -0.026
H 0.2122 -0.7031 6.1115 -0.011 -0.013 -0.030
H 1.6271 -1.4938 4.2276 -0.079 0.031 -0.009
H -0.2667 -2.1967 -0.9653 -0.025 -0.061 0.036
H -1.4818 -4.2767 -1.6264 0.015 0.007 0.023
H -1.4995 -6.2269 -0.1080 0.015 0.041 0.017
H -0.3289 -6.1189 2.0689 -0.008 0.020 -0.018
H 0.8461 -4.0426 2.7382 -0.022 -0.024 -0.038

(3)
61
Properties=species:S:1:pos:R:3:forces:R:3 method="wB97M-V/def2-TZVPD" homo_ha=-0.323 smiles="CCOCCCNC(=O)COC(=O)/C=C/c1ccc(S(=O)(=O)N2CCc3ccccc32)cc1" relative_energy_ev=0.812 orbital_gap_ev=7.95
C -7.8416 -4.2553 0.4545 0.090 0.428 -0.113
C -8.0202 -2.8763 -0.1781 -0.192 -0.242 -0.020
O -6.8326 -2.1233 -0.2652 0.189 0.119 -0.062
C -6.3276 -1.6623 0.9692 0.283 0.021 0.128
H -5.8956 -2.4929 1.5458 -0.105 0.089 -0.012
C -5.2486 -0.6215 0.6902 -0.509 -0.052 -0.095
C -5.8413 0.6214 0.0226 -0.062 -0.193 0.173
N -4.8146 1.5711 -0.3386 -0.054 -0.442 -0.318
C -4.5959 2.6993 0.3533 0.580 0.244 -0.384
O -5.2846 3.0980 1.2667 -0.193 0.210 0.382
C -3.3718 3.4934 -0.1484 -0.522 0.204 -0.158
H -3.3654 4.4709 0.3353 -0.055 -0.206 -0.070
H -3.4208 3.5974 -1.2378 0.055 0.030 0.152
O -2.1431 2.8742 0.2210 0.294 -0.067 0.291
C -1.6712 1.8882 -0.5464 -0.160 -0.160 -0.420
O -2.2446 1.4593 -1.5264 0.105 0.105 0.043
C -0.3774 1.4062 -0.0491 0.327 -0.337 -0.103
C 0.2583 0.4093 -0.6782 -0.683 0.515 0.047
C 1.5330 -0.1830 -0.3234 0.601 -0.279 0.158
C 2.0290 -1.2277 -1.1124 -0.097 0.232 0.151
C 3.2455 -1.8152 -0.8229 0.106 -0.165 -0.064
C 3.9715 -1.3685 0.2654 0.529 -0.313 0.062
C 3.4973 -0.3490 1.0714 -0.068 0.108 0.200
C 2.2843 0.2424 0.7778 -0.038 -0.114 -0.169
H 1.9178 1.0382 1.4057 -0.022 0.092 0.093
H 4.0811 -0.0412 1.9235 -0.021 0.100 0.116
S 5.6183 -2.0171 0.5571 -0.046 0.014 -0.207
O 5.7776 -3.2415 -0.1659 -0.130 0.158 -0.237
O 5.9035 -1.9866 1.9564 -0.116 0.367 0.030
N 6.5907 -0.8694 -0.1952 -0.292 -1.120 0.645
C 6.4440 0.4492 0.2583 -0.023 1.074 0.195
C 6.6289 0.9091 1.5475 0.075 0.029 -0.011
C 6.4253 2.2619 1.7867 -0.018 -0.049 0.079
C 6.0498 3.1205 0.7669 -0.061 0.123 -0.061
C 5.8656 2.6473 -0.5271 0.033 -0.007 0.084
C 6.0672 1.3078 -0.7759 0.119 -0.301 0.139
C 5.9212 0.5187 -2.0467 -0.100 -0.018 -0.006
H 4.8652 0.4287 -2.3179 0.032 -0.007 -0.034
H 6.4495 0.9735 -2.8835 -0.023 -0.038 -0.026
C 6.5367 -0.8374 -1.6557 0.128 -0.161 -0.738
H 7.5637 -0.9170 -2.0248 -0.142 -0.027 -0.011
H 5.9765 -1.7005 -2.0108 0.099 0.063 -0.150
H 5.5696 3.3163 -1.3213 -0.027 0.082 -0.079
H 5.9003 4.1688 0.9765 -0.003 0.096 0.034
H 6.5656 2.6484 2.7848 0.018 0.034 0.089
H 6.9088 0.2266 2.3329 0.068 -0.024 0.097
H 3.6377 -2.6273 -1.4150 -0.016 -0.090 -0.111
H 1.4516 -1.5735 -1.9571 -0.064 -0.036 -0.076
H -0.2285 -0.0057 -1.5534 -0.076 0.007 -0.047
H -0.0049 1.9039 0.8311 0.137 -0.004 0.109
H -4.1515 1.2961 -1.0545 -0.034 0.242 0.144
H -6.3836 0.3192 -0.8764 -0.026 0.074 0.105
H -6.5236 1.1301 0.7072 -0.009 -0.084 -0.121
H -4.5022 -1.0641 0.0280 0.094 -0.037 0.038
H -4.7658 -0.3429 1.6280 0.057 0.004 0.009
H -7.1393 -1.2147 1.5633 0.027 -0.045 -0.001
H -8.3517 -2.9860 -1.2141 -0.081 0.019 0.128
H -8.7831 -2.3090 0.3779 0.050 -0.020 -0.107
H -7.0334 -4.7875 -0.0408 0.065 -0.092 -0.041
H -7.6112 -4.1738 1.5140 0.010 -0.064 0.104
H -8.7596 -4.8257 0.3441 -0.102 -0.093 0.024

| no. | molar mass (g/mol) | total energy (a.u.) |
| --- | --- | --- |
| 1 | 897.96 | -12410.6530 |
| 2 | 610.32 | -7621.7903 |
| 3 | 472.56 | -1890.4873 |